The following is a DFT calculation (the ωB97M-V functional and the def2-TZVPD basis) of a structure of composition C31H43Cl2OP3STc at a distorted geometry.

```
! wB97M-V def2-TZVPD RIJCOSX def2/J DEFGRID3
* xyz 2 4
P -3.341 -3.643 -3.846
C -4.634 -2.801 -2.957
C -5.500 -2.456 -4.039
H -5.029 -2.342 -5.031
C -6.861 -2.403 -3.851
H -7.512 -2.268 -4.716
C -7.369 -2.523 -2.538
H -8.454 -2.481 -2.407
C -6.515 -2.661 -1.431
H -6.963 -2.701 -0.422
C -5.124 -2.764 -1.619
H -4.451 -2.834 -0.763
C -2.266 -2.474 -4.709
C -2.412 -1.072 -4.916
H -3.000 -0.453 -4.233
C -1.837 -0.483 -6.051
H -1.982 0.585 -6.279
C -1.076 -1.264 -6.938
H -0.659 -0.827 -7.853
C -0.806 -2.615 -6.656
H -0.198 -3.230 -7.326
C -1.327 -3.182 -5.507
H -1.104 -4.217 -5.226
C -2.431 -4.812 -2.806
C -3.075 -5.905 -3.444
H -3.898 -5.618 -4.158
C -2.683 -7.194 -3.217
H -3.188 -7.989 -3.758
C -1.646 -7.416 -2.282
H -1.352 -8.454 -2.111
C -1.032 -6.366 -1.590
H -0.247 -6.609 -0.848
C -1.415 -5.028 -1.834
H -0.979 -4.217 -1.240
Tc 0.055 0.381 0.024
C 1.661 0.174 -1.377
C 1.783 -0.687 -2.452
H 2.571 0.803 -1.257
C 0.573 -1.601 -2.592
O 1.125 -2.974 -2.660
H 0.477 -3.700 -2.798
C -0.227 -1.144 -1.421
H 0.147 -1.472 -3.611
C -0.983 -0.992 -0.323
Cl 1.616 1.443 1.372
Cl -1.797 0.336 1.761
P -1.076 2.007 -1.109
C -1.362 3.294 0.153
H -0.374 3.635 0.489
H -1.892 2.811 0.988
H -1.952 4.115 -0.284
C 0.029 2.825 -2.311
H 0.180 2.155 -3.178
H 0.994 2.983 -1.800
H -0.403 3.792 -2.637
C -2.677 1.832 -1.972
H -3.340 1.178 -1.376
H -2.534 1.384 -2.976
H -3.165 2.824 -2.087
P 3.238 -0.767 -3.617
C 4.390 0.552 -3.172
C 2.630 -0.557 -5.317
H 4.676 0.434 -2.116
H 3.889 1.523 -3.293
H 5.304 0.547 -3.787
H 1.832 -1.298 -5.489
H 3.425 -0.686 -6.071
H 2.205 0.457 -5.402
C 4.026 -2.393 -3.468
H 4.379 -2.505 -2.429
H 4.864 -2.541 -4.162
H 3.231 -3.136 -3.649
H -2.016 -1.472 -0.449
C 0.570 -3.580 1.533
S 1.519 -2.518 2.624
C 2.788 -1.995 1.472
H -0.443 -3.189 1.347
H 0.537 -4.538 2.028
H 1.104 -3.677 0.568
H 2.880 -0.896 1.430
H 3.712 -2.456 1.845
H 2.549 -2.378 0.480
*
```

The HOMO energy (spin up / spin down) is -11.95 / -11.95 eV. Its largest force on an atom is 12.0 eV/A. As for the energy above the lowest of the compared OMol25 structures with the same formula, charge and spin: 41.0 kcal per mole. As for the frontier orbital gap (spin up / spin down): 6.51 / 3.65 eV.

What are the Mulliken partial charges on each atom? They are as follows, in elementary charge units: atom 1 (P): 0.311, atom 2 (C): 1.211, atom 3 (C): -0.637, atom 4 (H): 0.385, atom 5 (C): -0.783, atom 6 (H): 0.423, atom 7 (C): -0.360, atom 8 (H): 0.414, atom 9 (C): -0.572, atom 10 (H): 0.419, atom 11 (C): -0.634, atom 12 (H): 0.421, atom 13 (C): 0.337, atom 14 (C): 0.011, atom 15 (H): 0.613, atom 16 (C): -0.685, atom 17 (H): 0.466, atom 18 (C): -0.421, atom 19 (H): 0.453, atom 20 (C): -0.894, atom 21 (H): 0.480, atom 22 (C): -0.713, atom 23 (H): 0.393, atom 24 (C): 0.881, atom 25 (C): -0.490, atom 26 (H): 0.294, atom 27 (C): -0.657, atom 28 (H): 0.444, atom 29 (C): -0.630, atom 30 (H): 0.393, atom 31 (C): -0.579, atom 32 (H): 0.451, atom 33 (C): -0.285, atom 34 (H): 0.590, atom 35 (Tc): -1.133, atom 36 (C): -1.209, atom 37 (C): 0.187, atom 38 (H): 0.590, atom 39 (C): 1.742, atom 40 (O): -0.752, atom 41 (H): 0.169, atom 42 (C): 0.783, atom 43 (H): -0.775, atom 44 (C): -0.410, atom 45 (Cl): -0.418, atom 46 (Cl): -0.389, atom 47 (P): 1.305, atom 48 (C): -1.286, atom 49 (H): 0.368, atom 50 (H): 0.341, atom 51 (H): 0.453, atom 52 (C): -1.250, atom 53 (H): 0.159, atom 54 (H): 0.333, atom 55 (H): 0.485, atom 56 (C): -1.100, atom 57 (H): 0.352, atom 58 (H): 0.078, atom 59 (H): 0.525, atom 60 (P): 1.408, atom 61 (C): -1.309, atom 62 (C): -1.051, atom 63 (H): 0.433, atom 64 (H): 0.399, atom 65 (H): 0.409, atom 66 (H): 0.155, atom 67 (H): 0.477, atom 68 (H): 0.374, atom 69 (C): -1.166, atom 70 (H): 0.402, atom 71 (H): 0.469, atom 72 (H): 0.282, atom 73 (H): 0.488, atom 74 (C): -0.625, atom 75 (S): -0.100, atom 76 (C): -0.282, atom 77 (H): 0.187, atom 78 (H): 0.519, atom 79 (H): 0.020, atom 80 (H): 0.135, atom 81 (H): 0.401, atom 82 (H): -0.227